This record from OMol25 describes a structure of composition CHMnO2 at a distorted geometry. The level of theory is ωB97M-V/def2-TZVPD.

## Properties
spin multiplicity	7
orbital gap (alpha / beta)	7.17 / 8.85	eV
LUMO (alpha / beta)	0.08 / -0.47	eV
strongest force on any atom	2.9	eV/Å
charge	0
energy relative to the best compared isomer or geometry (same formula, charge and spin)	43.92	kcal/mol
HOMO energy (alpha / beta)	-7.091 / -9.319	eV

Geometry as XYZ:
```
5
Properties=species:S:1:pos:R:3:lowdin_spin:R:1
H -0.92955 -1.09876 -0.37955 0.007
O 0.17211 -0.84757 0.14817 0.145
C -0.71597 0.14967 0.30932 0.064
O -0.23420 1.23694 -0.08674 0.158
Mn 1.70761 0.55971 0.00880 5.626
```

This record from OMol25 describes a cluster of 3 separate species, C13H18Cl4O3 in total. The level of theory is ωB97M-V/def2-TZVPD.

## Properties
orbital gap	9.61	eV
LUMO	0.48	eV
strongest force on any atom	0.5	eV/Å
charge	0
SMILES string	O=C(O)OCCc1ccccc1.ClCCCl.ClCCCl
HOMO energy	-9.137	eV

Geometry as XYZ:
```
38
Properties=species:S:1:pos:R:3:nbo_charge:R:1
O -3.50766 -1.63958 3.64509 -0.564
C -3.94566 -1.16334 2.64308 0.993
O -4.28147 -1.87943 1.53158 -0.717
O -4.23526 0.14894 2.48062 -0.541
C -3.06984 1.00419 2.48833 -0.051
C -3.19536 2.00447 1.34302 -0.452
C -2.50257 1.52538 0.08880 -0.030
C -1.10690 1.52257 0.01888 -0.179
C -0.45413 1.03610 -1.10650 -0.210
C -1.19688 0.54789 -2.17814 -0.224
C -2.58501 0.55106 -2.12237 -0.204
C -3.23622 1.03673 -0.98991 -0.219
H -3.49247 -2.28424 1.15240 0.505
H -2.97969 1.48276 3.46416 0.190
H -2.17627 0.39146 2.34626 0.185
H -4.25330 2.16725 1.13916 0.233
H -2.76726 2.96004 1.65440 0.219
H -0.54830 1.89962 0.86926 0.195
H 0.62758 1.02375 -1.13004 0.222
H -0.68338 0.16442 -3.05046 0.215
H -3.17561 0.17988 -2.95030 0.213
H -4.31910 1.01987 -0.93831 0.215
Cl 2.69168 3.61088 -0.89325 -0.053
C 3.52055 2.83373 0.47900 -0.389
C 4.22785 1.56817 0.06865 -0.385
Cl 3.07361 0.28826 -0.39322 -0.063
H 2.77531 2.63610 1.24522 0.223
H 4.24548 3.54757 0.86593 0.225
H 4.81268 1.18777 0.90425 0.224
H 4.88850 1.73735 -0.77739 0.225
Cl 1.46253 -2.97390 -1.50378 -0.061
C 3.22434 -3.16016 -1.30040 -0.388
C 3.70787 -4.51279 -1.75508 -0.387
Cl 3.13538 -5.82492 -0.69306 -0.059
H 3.45515 -2.98695 -0.25275 0.225
H 3.69662 -2.38197 -1.89707 0.226
H 4.79601 -4.53528 -1.73157 0.221
H 3.37117 -4.73363 -2.76448 0.223
```

This record from OMol25 describes the molecule C29H50O2. The level of theory is ωB97M-V/def2-TZVPD.

## Properties
orbital gap	8.14	eV
LUMO	0.60	eV
strongest force on any atom	0.8	eV/Å
charge	0
SMILES string	Cc1c(C)c2c(c(C)c1O)CC[C@@](C)(CCC[C@H](C)CCC[C@H](C)CCCC(C)C)O2
energy relative to the best compared isomer or geometry (same formula, charge and spin)	4.89	kcal/mol
HOMO energy	-7.539	eV

Geometry as XYZ:
```
81
Properties=species:S:1:pos:R:3:nbo_charge:R:1
C 4.97708 -4.90347 -2.99362 -0.657
C 4.12916 -4.35002 -1.87623 -0.091
C 2.74424 -4.47918 -1.87406 0.033
C 2.01475 -5.17258 -2.99081 -0.659
C 2.00535 -3.95269 -0.80719 0.256
C 2.64200 -3.31780 0.25668 -0.068
C 4.02714 -3.16741 0.24347 -0.044
C 4.73671 -2.46374 1.36203 -0.639
C 4.75930 -3.68313 -0.82225 0.287
O 6.12199 -3.51779 -0.80124 -0.685
C 1.84436 -2.79404 1.42075 -0.429
C 0.41390 -3.32085 1.39050 -0.413
C -0.15529 -3.29544 -0.03366 0.296
C -1.54748 -3.93053 -0.04688 -0.620
C -0.19140 -1.85828 -0.59015 -0.441
C -0.72921 -1.78043 -2.01867 -0.405
C -0.42803 -0.44037 -2.69130 -0.372
C -1.12886 0.77354 -2.06444 -0.227
C -2.63362 0.72812 -2.31680 -0.613
C -0.50370 2.05329 -2.63726 -0.373
C -1.08211 3.36821 -2.10994 -0.398
C -0.95423 3.52039 -0.59576 -0.391
C -1.42691 4.88854 -0.08676 -0.210
C -0.36582 5.95866 -0.33913 -0.600
C -1.76062 4.83275 1.41082 -0.393
C -3.08925 4.13882 1.70527 -0.394
C -3.48108 4.18211 3.18331 -0.385
C -2.52344 3.46468 4.14217 -0.217
C -2.37479 1.98404 3.80057 -0.609
C -3.03254 3.61863 5.57485 -0.597
O 0.64665 -4.12073 -0.87030 -0.533
H 4.37077 -5.42861 -3.72190 0.234
H 5.71402 -5.61045 -2.60642 0.213
H 5.50308 -4.10126 -3.51624 0.214
H 2.20773 -4.68249 -3.94460 0.212
H 2.32213 -6.21485 -3.06692 0.213
H 0.94758 -5.14629 -2.79605 0.242
H 4.31423 -1.47333 1.52478 0.212
H 4.64428 -3.02666 2.29076 0.213
H 5.79024 -2.36424 1.12199 0.240
H 6.49463 -3.91214 -1.59692 0.482
H 2.32119 -3.10041 2.35470 0.222
H 1.84772 -1.69937 1.40849 0.211
H -0.22493 -2.74041 2.05726 0.213
H 0.40848 -4.35948 1.73008 0.208
H -2.25751 -3.29145 0.47017 0.209
H -1.87701 -4.08303 -1.06987 0.219
H -1.51650 -4.89885 0.44640 0.215
H -0.79445 -1.24723 0.08280 0.207
H 0.82651 -1.46479 -0.59362 0.211
H -0.25204 -2.56978 -2.60377 0.216
H -1.80328 -1.96518 -2.02634 0.195
H -0.71877 -0.50360 -3.74308 0.198
H 0.65251 -0.27677 -2.66105 0.198
H -0.95031 0.75474 -0.98610 0.193
H -3.05750 -0.20609 -1.95788 0.207
H -2.84078 0.81240 -3.38184 0.203
H -3.13994 1.53983 -1.80137 0.207
H -0.61839 2.03777 -3.72454 0.198
H 0.56804 2.03794 -2.42169 0.197
H -0.55006 4.18492 -2.60267 0.201
H -2.13285 3.45264 -2.39251 0.195
H -1.54837 2.74177 -0.11753 0.196
H 0.08737 3.36983 -0.30176 0.195
H -2.33617 5.16734 -0.63201 0.190
H -0.09673 6.00157 -1.39132 0.205
H 0.53229 5.74228 0.23619 0.200
H -0.73330 6.93923 -0.04427 0.206
H -1.81326 5.85243 1.80013 0.198
H -0.94784 4.32207 1.93000 0.195
H -3.87567 4.63891 1.13316 0.201
H -3.05763 3.10225 1.36867 0.194
H -4.47341 3.73524 3.28984 0.198
H -3.55845 5.22777 3.49256 0.197
H -1.53865 3.93859 4.07994 0.193
H -1.88961 1.84948 2.83751 0.205
H -1.77020 1.48331 4.55396 0.208
H -3.35020 1.50243 3.76890 0.201
H -4.00640 3.14537 5.68413 0.199
H -2.34533 3.15376 6.27837 0.205
H -3.13154 4.66960 5.83751 0.206
```

This record from OMol25 describes a structure of composition C26H28CdN2S2Si at a distorted geometry. The level of theory is ωB97M-V/def2-TZVPD.

## Properties
orbital gap (alpha / beta)	3.71 / 3.71	eV
LUMO (alpha / beta)	-0.67 / -0.67	eV
strongest force on any atom	3.1	eV/Å
charge	0
energy relative to the best compared isomer or geometry (same formula, charge and spin)	14.17	kcal/mol
HOMO energy (alpha / beta)	-4.381 / -4.382	eV

Geometry as XYZ:
```
60
Properties=species:S:1:pos:R:3:nbo_charge:R:1
C 0.34814 2.28700 2.41821 -0.450
C 0.58794 2.92429 1.16723 -0.270
C -0.59445 3.58116 0.76600 -0.278
H 1.54365 3.00921 0.63024 0.225
C -1.55956 3.44208 1.77898 -0.306
C -1.01560 2.57965 2.80271 -0.545
H -1.46344 2.42333 3.79424 0.222
H 1.10373 1.87451 3.08693 0.222
H -0.70612 4.11153 -0.18157 0.225
H -2.48837 4.00209 1.87547 0.218
Cd -1.17436 0.35836 2.06666 1.314
C 2.86214 0.09795 -1.05966 -1.034
H 3.58076 0.72212 -1.64336 0.208
H 2.75623 0.62528 -0.08524 0.207
H 3.23355 -0.93202 -0.90063 0.232
Si 0.98455 -0.05385 -1.79710 0.911
C 1.76877 -0.51862 -3.43228 -0.457
C 2.58188 0.44533 -4.07168 -0.226
H 2.66331 1.45409 -3.64083 0.207
C 3.29084 0.09448 -5.23545 -0.218
H 3.86201 0.87000 -5.75619 0.204
C 3.21636 -1.20996 -5.75817 -0.241
H 3.76959 -1.45132 -6.67507 0.208
C 2.48362 -2.18117 -5.06348 -0.206
H 2.48136 -3.19941 -5.44512 0.202
C 1.76237 -1.84075 -3.90269 -0.232
H 1.17393 -2.57949 -3.36672 0.211
C -0.61756 0.76361 -2.21945 -0.527
C -0.94503 1.01241 -3.57888 -0.201
H -0.31240 0.56300 -4.34288 0.224
C -2.00263 1.84829 -3.91930 -0.227
H -2.18602 2.03962 -4.97538 0.212
C -2.81240 2.36812 -2.90365 -0.235
H -3.59237 3.06512 -3.18072 0.204
C -2.65179 1.97883 -1.56697 -0.245
H -3.37260 2.29459 -0.79458 0.210
C -1.59280 1.13219 -1.25246 -0.124
H -1.49020 0.80561 -0.21582 0.111
H 1.78309 -1.78632 0.68058 0.002
H 2.54749 -1.72311 0.74566 -0.031
C 0.53981 0.96657 5.76978 -0.676
C 0.49919 -0.37452 5.13581 0.131
N -0.13264 -0.69803 4.02386 -0.546
C -0.13536 -2.09320 3.80283 0.080
C 0.47623 -2.78982 4.82735 -0.402
S 1.11968 -1.76056 6.04880 0.449
C -0.99442 -2.69740 2.81117 0.097
C -1.38140 -4.01351 2.76704 -0.406
S -2.62704 -4.29706 1.60239 0.470
C -2.49657 -2.62578 1.10755 0.137
N -1.66367 -1.90464 1.84454 -0.571
C -3.35983 -2.14070 0.00354 -0.681
H 0.42863 0.83637 6.85767 0.238
H 1.50615 1.47707 5.63000 0.253
H -0.29307 1.60173 5.43536 0.251
H 0.51029 -3.87069 4.84278 0.246
H -1.06521 -4.75689 3.49439 0.244
H -2.75123 -1.75308 -0.83284 0.282
H -3.90669 -3.01917 -0.38250 0.231
H -4.08051 -1.38452 0.36292 0.246
```

This record from OMol25 describes a structure of composition C27H30N4NiO5. The level of theory is ωB97M-V/def2-TZVPD.

## Properties
orbital gap (alpha / beta)	4.27 / 4.64	eV
LUMO (alpha / beta)	4.27 / 4.27	eV
strongest force on any atom	0.7	eV/Å
charge	-2
energy relative to the best compared isomer or geometry (same formula, charge and spin)	0.00	kcal/mol
HOMO energy (alpha / beta)	-0.002 / -0.367	eV

Geometry as XYZ:
```
67
Properties=species:S:1:pos:R:3:nbo_charge:R:1
Ni 0.19520 0.75494 -0.41137 0.791
C -1.90815 4.70430 -1.75136 -0.253
O -2.84136 4.17474 -0.81338 -0.548
C -2.33885 3.92168 0.45516 0.180
C -3.02194 4.44519 1.53092 -0.255
C -2.61883 4.16295 2.83859 -0.313
C -1.51615 3.34662 3.02824 -0.193
C -0.81071 2.79414 1.95872 -0.187
C 0.34767 1.95762 2.25294 0.066
N 0.99738 1.22829 1.42366 -0.305
N 2.01664 0.49910 2.01453 -0.541
C 3.05202 0.27450 1.21326 0.567
O 3.31504 0.72001 0.08615 -0.709
C 4.05982 -0.67801 1.85170 -0.094
C 5.14557 -1.09222 1.08815 -0.190
C 6.07257 -1.99264 1.59645 -0.238
C 5.92942 -2.48894 2.88616 -0.250
C 4.85013 -2.07432 3.65928 -0.263
C 3.92297 -1.17810 3.14517 -0.142
C -1.20600 3.06606 0.61451 0.350
O -0.59865 2.58988 -0.40754 -0.793
H -2.50395 5.12745 -2.56341 0.157
H -1.31428 5.50000 -1.28892 0.158
H -1.23868 3.93263 -2.12683 0.233
H -3.88640 5.06970 1.33045 0.195
H -3.16017 4.57269 3.68288 0.185
H -1.18204 3.11499 4.03583 0.188
H 0.69185 1.95099 3.29126 0.153
H 5.21978 -0.69604 0.08322 0.240
H 6.90534 -2.31749 0.98175 0.190
H 6.64787 -3.19747 3.28411 0.187
H 4.72577 -2.46096 4.66533 0.190
H 3.06759 -0.85618 3.72400 0.229
C -4.38959 1.94455 -5.22900 -0.262
O -2.99159 2.00575 -5.05453 -0.534
C -2.43522 1.67108 -3.82965 0.855
O -1.25042 1.76275 -3.67814 -0.597
N -3.30875 1.24286 -2.88747 -0.505
N -2.89452 0.92688 -1.57572 -0.697
H -4.58614 2.26941 -6.24945 0.185
H -4.91555 2.61332 -4.54067 0.173
H -4.77324 0.92551 -5.11184 0.167
H -4.29159 1.16843 -3.05418 0.372
H -2.02024 0.38244 -1.62090 0.408
H -2.60202 1.80128 -1.14042 0.375
C -1.28927 -1.67121 1.02864 -0.605
C -0.72453 -2.09245 -0.33424 -0.172
C -1.89301 -2.64702 -1.16352 -0.612
C -0.08363 -0.89863 -1.05864 -0.789
C 0.37650 -3.13268 -0.15084 0.023
C 0.46397 -4.29126 -0.92329 -0.241
C 1.51856 -5.18659 -0.77690 -0.236
C 2.52102 -4.94313 0.14817 -0.249
C 2.45679 -3.78786 0.92066 -0.235
C 1.40330 -2.90010 0.77236 -0.151
H -2.07450 -0.92839 0.87048 0.214
H -0.52650 -1.20191 1.64834 0.223
H -1.71131 -2.52861 1.56961 0.173
H -2.68951 -1.90072 -1.18903 0.218
H -2.29819 -3.57245 -0.73562 0.178
H -1.59106 -2.84228 -2.19565 0.195
H 0.33429 -1.30335 -1.99999 0.131
H -0.29963 -4.50619 -1.65953 0.198
H 1.55439 -6.07644 -1.39778 0.183
H 3.35021 -5.63308 0.25904 0.186
H 3.24591 -3.56207 1.62916 0.211
H 1.39860 -1.98394 1.35093 0.232
```

- Which value of strongest force on any atom does entry 2 give?
  0.5 eV/Å

Please write out number 2 again, unchanged.
This record from OMol25 describes a cluster of 3 separate species, C13H18Cl4O3 in total. The level of theory is ωB97M-V/def2-TZVPD.

## Properties
orbital gap	9.61	eV
LUMO	0.48	eV
strongest force on any atom	0.5	eV/Å
charge	0
SMILES string	O=C(O)OCCc1ccccc1.ClCCCl.ClCCCl
HOMO energy	-9.137	eV

Geometry as XYZ:
```
38
Properties=species:S:1:pos:R:3:nbo_charge:R:1
O -3.50766 -1.63958 3.64509 -0.564
C -3.94566 -1.16334 2.64308 0.993
O -4.28147 -1.87943 1.53158 -0.717
O -4.23526 0.14894 2.48062 -0.541
C -3.06984 1.00419 2.48833 -0.051
C -3.19536 2.00447 1.34302 -0.452
C -2.50257 1.52538 0.08880 -0.030
C -1.10690 1.52257 0.01888 -0.179
C -0.45413 1.03610 -1.10650 -0.210
C -1.19688 0.54789 -2.17814 -0.224
C -2.58501 0.55106 -2.12237 -0.204
C -3.23622 1.03673 -0.98991 -0.219
H -3.49247 -2.28424 1.15240 0.505
H -2.97969 1.48276 3.46416 0.190
H -2.17627 0.39146 2.34626 0.185
H -4.25330 2.16725 1.13916 0.233
H -2.76726 2.96004 1.65440 0.219
H -0.54830 1.89962 0.86926 0.195
H 0.62758 1.02375 -1.13004 0.222
H -0.68338 0.16442 -3.05046 0.215
H -3.17561 0.17988 -2.95030 0.213
H -4.31910 1.01987 -0.93831 0.215
Cl 2.69168 3.61088 -0.89325 -0.053
C 3.52055 2.83373 0.47900 -0.389
C 4.22785 1.56817 0.06865 -0.385
Cl 3.07361 0.28826 -0.39322 -0.063
H 2.77531 2.63610 1.24522 0.223
H 4.24548 3.54757 0.86593 0.225
H 4.81268 1.18777 0.90425 0.224
H 4.88850 1.73735 -0.77739 0.225
Cl 1.46253 -2.97390 -1.50378 -0.061
C 3.22434 -3.16016 -1.30040 -0.388
C 3.70787 -4.51279 -1.75508 -0.387
Cl 3.13538 -5.82492 -0.69306 -0.059
H 3.45515 -2.98695 -0.25275 0.225
H 3.69662 -2.38197 -1.89707 0.226
H 4.79601 -4.53528 -1.73157 0.221
H 3.37117 -4.73363 -2.76448 0.223
```